(1)
A single C4H9NO3 molecule, computed with ωB97M-V/def2-TZVPD.

```
17
Properties=species:S:1:pos:R:3:mulliken_charge:R:1
C -0.29780 -0.27539 0.27813 -0.782
C -0.61100 0.26228 -1.11350 0.318
C -2.09068 0.55405 -1.25968 -1.341
O 0.17912 1.40129 -1.43750 -0.531
N 1.13589 -0.41026 0.44761 -0.050
C 1.64158 -0.76400 1.65318 0.527
O 2.99171 -0.81907 1.61817 -0.484
O 1.00259 -0.98749 2.65765 -0.591
H -0.62511 0.45530 1.01708 0.331
H -0.82849 -1.22020 0.40086 0.333
H -0.28510 -0.49187 -1.82844 0.317
H -2.31412 1.55720 -0.89247 0.327
H -2.71035 -0.15853 -0.72023 0.356
H -2.38627 0.54821 -2.30581 0.330
H 0.20156 1.98649 -0.67100 0.349
H 1.74778 -0.51868 -0.34737 0.247
H 3.24870 -1.11934 2.50331 0.344
```

Properties
HOMO, eV: -10.06
SMILES string: C[C@@H](O)CNC(=O)O
Lowest unoccupied orbital energy, eV: 0.74
ΔE to the lowest compared entry with this formula, charge and spin, kcal per mole: 5.0

---

(2)
C36H52CoN3O2Si as an isolated structure, computed with ωB97M-V/def2-TZVPD.

```
95
Properties=species:S:1:pos:R:3:mulliken_charge:R:1
Co -0.87405 0.81886 -0.65279 -0.114
C -1.48956 -2.75371 4.97904 -1.224
C -0.00806 -2.54784 4.87644 0.414
C 0.83932 -2.83702 5.93933 -0.777
C 2.20886 -2.63394 5.84952 -0.737
C 2.75869 -2.15726 4.67257 -0.821
C 1.93842 -1.88389 3.58900 -0.141
C 0.56182 -2.05499 3.69650 0.358
N -0.29093 -1.78047 2.60244 0.530
C -0.32333 -0.65272 1.82734 -0.760
N 0.47722 0.36982 2.19806 1.140
C 0.25920 1.75483 1.92471 0.157
C -0.33435 2.17416 0.73526 -0.637
C -0.59179 3.54650 0.62778 0.774
C -0.22273 4.44540 1.61053 -1.230
C 0.42863 3.98971 2.74868 -0.896
C 0.67621 2.63933 2.93433 0.972
C 1.35778 2.15370 4.18253 -1.491
N -1.10396 -0.58737 0.78100 0.860
C -2.05843 -1.62996 0.60553 -1.860
C -1.74346 -2.74716 -0.15979 0.224
C -2.68481 -3.74668 -0.35776 -1.075
C -3.93851 -3.62607 0.21733 -0.746
C -4.24367 -2.51550 0.99168 -1.147
C -3.31911 -1.50126 1.20403 1.824
C -3.64193 -0.30242 2.04069 -1.011
H -1.76736 -3.05234 5.98783 0.425
H -1.83861 -3.53397 4.29759 0.318
H -2.03354 -1.84281 4.72373 0.171
H 0.41085 -3.21702 6.85838 0.389
H 2.84354 -2.85522 6.69714 0.388
H 3.82745 -2.01513 4.58339 0.455
H 2.36444 -1.55589 2.64865 0.535
H -0.92944 -2.50658 2.31410 0.296
H 1.01480 0.18965 3.02983 -0.086
H -1.08940 3.91200 -0.26508 0.576
H -0.43176 5.50192 1.49779 0.427
H 0.73508 4.69007 3.51706 0.349
H 1.63411 2.99536 4.81491 0.395
H 2.27806 1.60272 3.96182 0.363
H 0.71774 1.49440 4.77774 0.264
H -0.75041 -2.82634 -0.58470 0.465
H -2.43680 -4.61157 -0.95886 0.465
H -4.68504 -4.39410 0.06213 0.419
H -5.22744 -2.42599 1.43704 0.457
H -4.69127 -0.30903 2.33211 0.487
H -3.43702 0.61563 1.49020 0.024
H -3.03822 -0.28455 2.95250 0.058
C -4.92496 2.11579 -1.36041 -0.939
O -3.83772 1.36059 -0.82125 -0.111
C -2.60317 1.62903 -1.32685 0.164
O -2.49076 2.47321 -2.20379 -0.599
H -5.77239 1.94419 -0.70130 0.232
H -5.16310 1.77192 -2.36810 0.282
H -4.67627 3.17470 -1.40301 0.325
C 0.59033 2.86606 -3.92683 -1.872
C 1.64196 2.22304 -3.00696 3.079
C 1.83226 3.20448 -1.84272 -1.724
C 2.97781 2.14299 -3.76500 -1.906
Si 1.04434 0.47473 -2.41943 -2.326
C 2.44027 -0.53851 -1.52384 3.085
C 1.88284 -1.71208 -0.71002 -2.195
C 3.19424 0.36748 -0.53877 -2.145
C 3.45372 -1.11262 -2.52534 -1.741
C 0.20570 -0.55876 -3.83803 3.033
C 0.98832 -0.45130 -5.15903 -1.783
C 0.13354 -2.04861 -3.48091 -2.195
C -1.24100 -0.10346 -4.07919 -1.713
H 0.90623 3.88996 -4.14905 0.592
H -0.39078 2.91386 -3.45130 0.265
H 0.48605 2.34958 -4.88005 0.287
H 2.17051 4.16172 -2.25170 0.664
H 2.57364 2.88054 -1.11344 0.254
H 0.90000 3.38099 -1.31094 0.198
H 3.20040 3.12869 -4.18567 0.549
H 2.96737 1.43015 -4.58912 0.310
H 3.80423 1.88335 -3.10121 0.337
H 1.18718 -1.37201 0.05789 0.383
H 2.71365 -2.22056 -0.20934 0.722
H 1.37021 -2.45412 -1.32248 0.311
H 2.51677 0.88020 0.14842 0.309
H 3.79367 1.12104 -1.04981 0.358
H 3.88197 -0.24334 0.05575 0.594
H 2.99987 -1.84880 -3.19168 0.342
H 4.25204 -1.62234 -1.97462 0.554
H 3.92023 -0.34397 -3.14022 0.295
H 2.02613 -0.77437 -5.05247 0.342
H 0.99096 0.55647 -5.56927 0.299
H 0.51776 -1.10299 -5.90248 0.545
H 1.11610 -2.51443 -3.38547 0.283
H -0.39724 -2.57141 -4.28244 0.670
H -0.42690 -2.21734 -2.55996 0.343
H -1.34029 0.95395 -4.31288 0.299
H -1.86524 -0.29487 -3.20256 0.107
H -1.65768 -0.67806 -4.91244 0.611
```

Properties
HOMO (spin up / spin down), eV: -7.09 / -8.14
Lowest unoccupied orbital energy (spin up / spin down), eV: 0.52 / -0.97
Multiplicity: 5
Expectation value of S²: 6.01

---

(3)
A 2-piece molecular cluster, C5H12FNP overall in a non-equilibrium geometry, computed with ωB97M-V/def2-TZVPD.

```
20
Properties=species:S:1:pos:R:3:mulliken_charge:R:1
C -1.03528 -0.90047 0.52832 -0.598
C -2.17246 0.20089 0.57653 -0.836
C -0.68238 0.74688 -1.17156 -0.296
C 0.02298 -0.19155 -0.26595 0.335
C 2.18488 -1.81650 0.94947 -0.917
N -2.02138 0.77209 -0.73882 -0.320
F 1.72048 2.58726 -0.80496 -0.413
P 1.62652 -0.78037 -0.52076 0.198
H -0.73276 -1.17416 1.57359 0.423
H -1.22990 -1.81910 0.02353 0.395
H -3.15316 -0.19357 0.60284 0.357
H -2.13909 0.88765 1.40060 0.334
H -0.18933 1.82453 -1.18105 0.276
H -0.64557 0.28821 -2.20755 0.319
H 2.38690 -1.05650 1.67550 0.347
H 2.98537 -2.40809 0.56301 0.380
H 1.25935 -2.29881 1.28319 0.301
H -2.56761 1.60572 -0.73419 0.264
H 2.18442 3.37162 -1.17359 0.403
H 2.19802 0.35425 -0.37817 0.047
```

Properties
Charge: +1
HOMO (spin up / spin down), eV: -12.67 / -12.67
Lowest unoccupied orbital energy (spin up / spin down), eV: -5.69 / -5.69
ΔE to the lowest compared entry with this formula, charge and spin, kcal per mole: 41.6

---

(4)
C2H2OS2 as an isolated structure in a non-equilibrium geometry, computed with ωB97M-V/def2-TZVPD.

```
7
Properties=species:S:1:pos:R:3:mulliken_charge:R:1
C 0.63152 1.19172 0.24652 -0.440
C 0.23786 -0.04796 0.10625 0.366
O -2.28343 -1.57052 0.13443 -0.603
S 2.37693 0.80987 -0.00735 -0.005
S 1.54237 -1.10892 -0.22162 0.006
H 0.20640 2.14620 0.45293 0.407
H -2.71164 -1.42040 -0.71116 0.269
```

Properties
HOMO (spin up / spin down), eV: -9.14 / -9.14
Lowest unoccupied orbital energy (spin up / spin down), eV: -3.16 / -3.16
ΔE to the lowest compared entry with this formula, charge and spin, kcal per mole: 156.5

---

(5)
A 2-piece molecular cluster, C3H8O overall in a non-equilibrium geometry, computed with ωB97M-V/def2-TZVPD.

```
12
Properties=species:S:1:pos:R:3:mulliken_charge:R:1
C 1.57602 -0.14661 1.48171 -0.866
H 1.15223 0.34402 0.59303 0.112
H 1.30574 -1.27036 1.39670 0.212
H 1.24446 0.31490 2.36832 0.265
H 2.67128 -0.17324 1.29183 0.270
C -0.58345 -0.47999 -1.63634 -0.658
C -1.30634 0.26786 -0.83656 0.104
O -1.39141 1.55264 -0.45009 -0.428
H -0.86359 -1.40710 -2.10750 0.234
H 0.45355 -0.22974 -1.85941 0.246
H -2.26666 -0.25719 -0.56354 0.141
H -1.99184 1.48482 0.32186 0.368
```

Properties
HOMO, eV: -9.19
SMILES string: C=CO.C
Lowest unoccupied orbital energy, eV: 0.73
ΔE to the lowest compared entry with this formula, charge and spin, kcal per mole: 41.8

---

(6)
A single C23H27FN2O2S molecule, computed with ωB97M-V/def2-TZVPD.

```
56
Properties=species:S:1:pos:R:3:mulliken_charge:R:1
C -2.14624 -0.76056 -0.36632 -0.770
H -1.88107 0.05286 -1.03559 0.264
H -2.98797 -0.47729 0.25444 0.389
H -2.37161 -1.66166 -0.93002 0.361
S -0.68021 -1.06347 0.66717 0.138
C -1.35315 -1.87096 2.11252 1.008
C -0.90052 -3.15114 2.40087 -0.680
C -1.34381 -3.81169 3.53151 -0.552
C -2.25025 -3.19637 4.37870 -0.687
C -2.69761 -1.91785 4.09742 -0.314
C -2.23934 -1.23361 2.97783 -0.409
C -2.81652 0.12499 2.69584 -0.011
O -3.90001 0.22905 2.14103 -0.709
N -2.11387 1.18677 3.12628 0.238
C -0.79349 1.13971 3.70219 -1.127
C 0.26142 1.58351 2.67004 -0.708
H 0.70829 0.70342 2.20895 0.228
C -0.39116 2.45714 1.59048 1.484
C -1.41465 3.37170 2.26606 -0.980
C -2.57413 2.52413 2.80227 -0.943
H -3.01558 2.98426 3.69438 0.293
H -3.35894 2.41300 2.05050 0.457
H -1.80113 4.10215 1.55568 0.432
H -0.92861 3.91870 3.07703 0.317
C 0.63288 3.25802 0.78645 -1.498
H 0.09570 3.89184 0.07875 0.398
H 1.20994 3.90123 1.45509 0.465
C 1.58522 2.36539 -0.00823 -0.880
C 0.85182 1.56814 -1.07730 0.566
O -0.17017 1.94203 -1.61482 -0.672
N 1.46235 0.40830 -1.40453 0.057
H 2.30290 0.12966 -0.92563 0.237
C 0.97395 -0.47572 -2.44314 -0.822
C 1.96642 -0.57368 -3.57093 0.181
C 2.20643 0.53961 -4.36939 -0.344
C 3.13680 0.49048 -5.38993 -0.589
C 3.82578 -0.69050 -5.60213 0.339
C 3.60929 -1.81263 -4.82483 -0.597
C 2.67628 -1.74339 -3.80492 -0.334
H 2.49626 -2.61204 -3.18881 0.367
H 4.16484 -2.71614 -5.01986 0.439
F 4.73690 -0.74858 -6.59659 -0.324
H 3.33068 1.34502 -6.01863 0.433
H 1.65407 1.44898 -4.18549 0.459
H 0.77155 -1.46271 -2.01681 0.389
H 0.03755 -0.03618 -2.79760 0.425
H 2.12751 1.69055 0.65382 0.452
H 2.31714 2.99293 -0.52495 0.386
H -0.92722 1.81093 0.88993 -0.306
H 1.04882 2.14393 3.17766 0.470
H -0.78932 1.81624 4.56376 0.408
H -0.58533 0.13085 4.06154 0.416
H -3.40540 -1.42996 4.75157 0.493
H -2.60964 -3.71069 5.25714 0.408
H -0.98899 -4.80880 3.74497 0.383
H -0.20026 -3.62054 1.72676 0.474
```

Properties
HOMO, eV: -8.50
SMILES string: CSc1ccccc1C(=O)N1CCC(CCC(=O)NCc2ccc(F)cc2)CC1
Lowest unoccupied orbital energy, eV: 0.46
ΔE to the lowest compared entry with this formula, charge and spin, kcal per mole: 3.5